Record 1
ORCA calculation (ωB97M-V/def2-TZVPD) on the ion C6H10N5 with charge +1 at a distorted geometry.

```
21
C6H10N5 ωB97M-V/def2-TZVPD
C -2.4250 -1.4750 0.9011
C -2.0126 0.6970 0.1134
C 0.7354 -0.2520 -2.0790
C 0.1272 -0.5187 0.0287
C 0.1721 1.0353 -0.4169
C 1.0398 1.8837 0.4593
N -1.5769 -0.5944 0.5361
N -1.1741 1.4787 -0.4200
N 0.7768 0.9791 -1.7174
N 0.3898 -1.1697 -1.1590
N 0.9756 -1.0429 1.1548
H -1.9502 -2.4629 0.9593
H -3.1318 0.9569 0.0948
H 1.0014 -0.5522 -3.0869
H 0.7777 1.6992 1.5541
H 0.6182 2.8803 0.1139
H 2.0962 1.8426 0.0731
H 0.0551 -2.0971 -1.4245
H 1.0463 -0.2822 2.0052
H 1.8776 -1.1266 0.6997
H 0.5814 -1.8790 1.6102
```

As for the charge: +1. Its HOMO energy is -12.52 eV. Its spin multiplicity is 1. As for the total energy: -507.999856 a.u. For the energy above the lowest of the compared OMol25 structures with the same formula, charge and spin, the calculation gives 107.08 kcal per mole. Its orbital gap is 8.5 eV. The LUMO energy is -4.01 eV.

Record 2
ORCA calculation (ωB97M-V/def2-TZVPD) on the ion C20H28ClF6N3O5PSi with charge +1 at a distorted geometry.

```
65
C20H28ClF6N3O5PSi ωB97M-V/def2-TZVPD
C 0.3271 -3.7800 -0.4145
O 1.5163 -3.3873 -1.1119
C 2.5148 -2.9122 -0.2044
C 2.6769 -1.3286 -0.3394
C 3.5122 -0.9438 -1.6456
F 4.8004 -1.4174 -1.3867
F 3.6373 0.4159 -1.8114
C 3.0615 -1.5952 -2.9868
F 3.4939 -2.9077 -3.0814
F 1.7306 -1.5072 -3.2670
O 1.3564 -0.8774 -0.5033
C 1.1267 0.4377 -0.0987
C -0.4256 0.6971 -0.3153
F -1.0615 -0.4062 0.2122
F -0.5824 0.6806 -1.6986
C -0.9284 2.0620 0.2430
C -2.2478 1.8802 1.1164
Si -3.8450 1.6194 0.0951
C -5.0477 3.0432 0.5726
C -3.6153 1.7278 -1.7915
C -4.7155 -0.0432 0.4343
C -4.1882 -1.1163 1.2417
C -4.9821 -2.3350 1.3522
C -6.2492 -2.5187 0.7164
C -6.7916 -1.4316 -0.0999
C -6.0098 -0.2305 -0.2158
N 1.5186 0.6195 1.3502
C 2.9475 0.4817 1.2883
N 3.7529 1.4456 1.6447
C 5.2183 1.4480 1.5738
C 5.6080 2.4251 0.3921
O 4.8506 3.2075 -0.0963
O 6.8900 2.2838 -0.0823
N 3.4533 -0.7103 0.7645
P 4.2481 -1.8034 1.8888
O 5.8542 -1.9264 1.3994
Cl 4.3344 -0.8668 3.7671
H 0.5604 -4.7079 0.1754
H -0.0949 -2.9884 0.2494
H -0.4769 -4.0603 -1.1401
H 3.4647 -3.4585 -0.4060
H 2.0972 -3.1843 0.8025
H 3.5970 -1.0604 -3.8176
H 1.6451 1.2369 -0.6855
H -1.2575 2.6584 -0.6491
H -0.1520 2.6807 0.7507
H -2.1374 1.0385 1.8548
H -2.3997 2.7933 1.7534
H -5.0507 3.7588 -0.2898
H -6.0703 2.6170 0.7358
H -4.6946 3.6177 1.4647
H -4.6177 1.9842 -2.2275
H -2.9196 2.5392 -2.1212
H -3.2302 0.7566 -2.1905
H -3.2048 -1.0270 1.7389
H -4.5519 -3.1673 1.9553
H -6.8434 -3.4477 0.8202
H -7.7598 -1.5621 -0.6192
H -6.4367 0.5694 -0.8672
H 1.3886 1.5949 1.6342
H 3.3142 2.3003 1.9981
H 5.6915 0.4752 1.3289
H 5.6160 1.9126 2.5076
H 6.8774 2.4592 -1.0447
H 5.9351 -2.8590 1.1180
```

As for the charge: +1. Its HOMO energy is -10.79 eV. Its spin multiplicity is 1. As for the total energy: -3009.377345 a.u. As for the SMILES: COC[C@@]1(C(F)(F)C(F)F)O[C@@H](C(F)(F)CC[Si](C)(C)c2ccccc2)NC(NCC(=O)O)=[N+]1P(O)Cl. Its orbital gap is 6.9 eV. The LUMO energy is -3.84 eV.

Please write out number 2 again, unchanged.
ORCA calculation (ωB97M-V/def2-TZVPD) on the ion C20H28ClF6N3O5PSi with charge +1 at a distorted geometry.

```
65
C20H28ClF6N3O5PSi ωB97M-V/def2-TZVPD
C 0.3271 -3.7800 -0.4145
O 1.5163 -3.3873 -1.1119
C 2.5148 -2.9122 -0.2044
C 2.6769 -1.3286 -0.3394
C 3.5122 -0.9438 -1.6456
F 4.8004 -1.4174 -1.3867
F 3.6373 0.4159 -1.8114
C 3.0615 -1.5952 -2.9868
F 3.4939 -2.9077 -3.0814
F 1.7306 -1.5072 -3.2670
O 1.3564 -0.8774 -0.5033
C 1.1267 0.4377 -0.0987
C -0.4256 0.6971 -0.3153
F -1.0615 -0.4062 0.2122
F -0.5824 0.6806 -1.6986
C -0.9284 2.0620 0.2430
C -2.2478 1.8802 1.1164
Si -3.8450 1.6194 0.0951
C -5.0477 3.0432 0.5726
C -3.6153 1.7278 -1.7915
C -4.7155 -0.0432 0.4343
C -4.1882 -1.1163 1.2417
C -4.9821 -2.3350 1.3522
C -6.2492 -2.5187 0.7164
C -6.7916 -1.4316 -0.0999
C -6.0098 -0.2305 -0.2158
N 1.5186 0.6195 1.3502
C 2.9475 0.4817 1.2883
N 3.7529 1.4456 1.6447
C 5.2183 1.4480 1.5738
C 5.6080 2.4251 0.3921
O 4.8506 3.2075 -0.0963
O 6.8900 2.2838 -0.0823
N 3.4533 -0.7103 0.7645
P 4.2481 -1.8034 1.8888
O 5.8542 -1.9264 1.3994
Cl 4.3344 -0.8668 3.7671
H 0.5604 -4.7079 0.1754
H -0.0949 -2.9884 0.2494
H -0.4769 -4.0603 -1.1401
H 3.4647 -3.4585 -0.4060
H 2.0972 -3.1843 0.8025
H 3.5970 -1.0604 -3.8176
H 1.6451 1.2369 -0.6855
H -1.2575 2.6584 -0.6491
H -0.1520 2.6807 0.7507
H -2.1374 1.0385 1.8548
H -2.3997 2.7933 1.7534
H -5.0507 3.7588 -0.2898
H -6.0703 2.6170 0.7358
H -4.6946 3.6177 1.4647
H -4.6177 1.9842 -2.2275
H -2.9196 2.5392 -2.1212
H -3.2302 0.7566 -2.1905
H -3.2048 -1.0270 1.7389
H -4.5519 -3.1673 1.9553
H -6.8434 -3.4477 0.8202
H -7.7598 -1.5621 -0.6192
H -6.4367 0.5694 -0.8672
H 1.3886 1.5949 1.6342
H 3.3142 2.3003 1.9981
H 5.6915 0.4752 1.3289
H 5.6160 1.9126 2.5076
H 6.8774 2.4592 -1.0447
H 5.9351 -2.8590 1.1180
```

As for the charge: +1. Its HOMO energy is -10.79 eV. Its spin multiplicity is 1. As for the total energy: -3009.377345 a.u. As for the SMILES: COC[C@@]1(C(F)(F)C(F)F)O[C@@H](C(F)(F)CC[Si](C)(C)c2ccccc2)NC(NCC(=O)O)=[N+]1P(O)Cl. Its orbital gap is 6.9 eV. The LUMO energy is -3.84 eV.